The following is a DFT calculation (ωB97M-V with the def2-TZVPD basis set) of a single C4H6F2O molecule in a non-equilibrium geometry.

The highest occupied orbital energy is -10.343 eV. Its multiplicity is 1. The LUMO energy is 0.8 eV. The energy above the lowest of the compared OMol25 structures with the same formula, charge and spin comes out at 0.300 eV. The calculation puts the total energy at -430.972836 Eh. The HOMO-LUMO gap is 0.409 hartree.

Cartesian coordinates (Å):
C 0.177 1.285 0.535
C 0.122 0.092 -0.401
C 1.324 -0.809 -0.267
C -1.165 -0.741 -0.178
H -0.581 2.036 0.205
H 1.180 1.685 0.506
H -0.128 0.991 1.558
H 0.178 0.366 -1.444
H 1.310 -1.712 -0.859
H -1.279 -1.625 -0.817
O 2.353 -0.513 0.313
F -2.280 0.053 -0.290
F -1.210 -1.109 1.139

The following is a DFT calculation (ωB97M-V with the def2-TZVPD basis set) of a single C5F3IN2 molecule in a non-equilibrium geometry.

The highest occupied orbital energy is -9.661 eV. Its multiplicity is 1. The LUMO energy is -0.8 eV. The energy above the lowest of the compared OMol25 structures with the same formula, charge and spin comes out at 0.000 eV. The calculation puts the total energy at -897.215523 Eh. The HOMO-LUMO gap is 0.327 hartree.

Cartesian coordinates (Å):
C -1.396 0.016 0.119
C -0.709 1.158 -0.025
C -0.523 -1.061 0.278
C 1.431 0.387 -0.067
C 0.944 -1.051 0.002
N 0.595 1.339 -0.080
N 0.270 -1.576 1.129
F -1.429 2.309 0.055
F 2.680 0.623 -0.473
F 1.550 -1.948 -0.851
I -3.412 -0.197 -0.087

The following is a DFT calculation (ωB97M-V with the def2-TZVPD basis set) of 2 unconnected molecules or ions with the total composition C17H23ClNO9S in a non-equilibrium geometry.

The highest occupied orbital energy is -2.255 eV. Its multiplicity is 1. The LUMO energy is -0.7 eV. The energy above the lowest of the compared OMol25 structures with the same formula, charge and spin comes out at 2.724 eV. The calculation puts the total energy at -2251.676295 Eh. The HOMO-LUMO gap is 0.057 hartree. The net charge is -1.

Cartesian coordinates (Å):
C 3.924 0.298 3.304
C 3.787 -1.017 2.429
O 3.080 -1.896 2.843
O 4.451 -1.114 1.182
C 3.547 -0.410 0.258
C 4.045 -0.472 -1.227
C 3.259 0.524 -2.180
C 3.535 2.055 -1.884
C 2.416 3.002 -2.543
C 1.483 3.705 -1.465
C 0.602 2.584 -0.796
C -0.699 2.169 -1.280
C -1.463 1.053 -0.602
C -2.853 0.562 -1.127
C -3.945 0.466 0.017
O -3.781 1.184 0.977
O -5.064 -0.357 -0.076
C -4.835 -1.654 0.500
C -4.587 -1.930 2.016
O -4.879 -2.587 -0.233
C -0.791 0.412 0.589
Cl -1.491 -0.951 1.498
C 0.491 0.904 1.045
N 1.118 1.950 0.344
H 4.923 0.388 3.801
H 3.772 1.215 2.666
H 3.094 0.254 4.058
H 3.499 0.650 0.628
H 2.565 -0.955 0.315
H 5.168 -0.378 -1.332
H 3.806 -1.514 -1.601
H 3.613 0.313 -3.234
H 2.144 0.357 -2.177
H 4.497 2.318 -2.422
H 3.716 2.292 -0.801
H 1.757 2.334 -3.176
H 2.891 3.740 -3.256
H 0.829 4.504 -1.924
H 2.069 4.223 -0.650
H -1.147 2.685 -2.170
H -2.749 -0.406 -1.705
H -3.218 1.389 -1.810
H -4.313 -1.018 2.611
H -3.719 -2.649 2.082
H -5.463 -2.461 2.492
H 0.972 0.453 1.943
H 2.018 2.273 0.691
O -5.096 -6.103 -0.255
S -6.416 -5.699 0.276
O -7.136 -6.895 0.755
O -7.193 -5.041 -0.796
O -6.232 -4.751 1.401

The following is a DFT calculation (ωB97M-V with the def2-TZVPD basis set) of 2 unconnected molecules or ions with the total composition C5H12NO in a non-equilibrium geometry.

The highest occupied orbital energy is -12.972 eV. Its multiplicity is 1. The LUMO energy is -4.7 eV. The energy above the lowest of the compared OMol25 structures with the same formula, charge and spin comes out at 1.610 eV. The calculation puts the total energy at -327.400404 Eh. The HOMO-LUMO gap is 0.302 hartree. The net charge is +1.

Cartesian coordinates (Å):
C 2.117 0.738 -2.427
C 0.415 -0.441 -1.121
N 0.765 0.527 -1.878
H 2.347 1.799 -2.411
H 2.157 0.320 -3.427
H 2.830 0.252 -1.765
H 1.169 -0.985 -0.558
H -0.593 -0.825 -1.033
H 0.095 1.261 -2.063
C 0.162 0.482 1.603
C -0.818 -0.421 1.516
O -0.487 -1.732 1.291
C -2.264 -0.123 1.730
H -0.121 1.524 1.675
H 1.217 0.246 1.593
H -1.059 -2.309 1.817
H -2.514 0.926 1.824
H -2.871 -0.619 0.967
H -2.545 -0.622 2.667

The following is a DFT calculation (ωB97M-V with the def2-TZVPD basis set) of a single C4H5ClN2O molecule in a non-equilibrium geometry.

The highest occupied orbital energy (alpha / beta) is -8.081 / -8.081 eV. Its multiplicity is 1. The LUMO energy (alpha / beta) is -0.2 / -0.2 eV. The energy above the lowest of the compared OMol25 structures with the same formula, charge and spin comes out at 3.300 eV. The calculation puts the total energy at -800.258274 Eh. The HOMO-LUMO gap (alpha / beta) is 0.289 / 0.289 hartree.

Cartesian coordinates (Å):
C -1.470 -0.343 0.544
C -0.807 -1.306 -0.282
C 0.009 1.522 0.710
C 1.306 1.037 0.792
N -1.155 0.853 0.841
N 0.209 -0.949 -0.946
O 2.290 2.058 0.841
Cl 1.951 -0.472 1.085
H -2.415 -0.671 0.959
H -1.329 -2.357 -0.356
H 0.107 2.603 0.562
H 0.448 -1.627 -1.658
H 3.184 1.854 1.355

The following is a DFT calculation (ωB97M-V with the def2-TZVPD basis set) of a molecular structure, C25H32FGe2IrNOS in a non-equilibrium geometry.

The highest occupied orbital energy (alpha / beta) is -13.831 / -13.822 eV. Its multiplicity is 2. The LUMO energy (alpha / beta) is -7.3 / -7.5 eV. The energy above the lowest of the compared OMol25 structures with the same formula, charge and spin comes out at 1.457 eV. The calculation puts the total energy at -5857.398188 Eh. The HOMO-LUMO gap (alpha / beta) is 0.240 / 0.234 hartree. The net charge is +2.

Cartesian coordinates (Å):
Ir 0.033 1.095 0.974
C 1.155 -2.005 4.022
S 1.556 -0.368 3.475
C 0.576 0.603 4.605
O 0.806 -0.321 2.107
H 0.080 -2.153 3.922
H 1.480 -2.093 5.060
H 1.706 -2.707 3.398
H 1.155 0.747 5.518
H -0.370 0.106 4.811
H 0.411 1.569 4.128
C 2.419 5.060 0.273
C 1.676 3.830 0.490
N 1.104 2.849 0.642
H 3.447 4.813 0.007
H 2.411 5.659 1.182
H 1.957 5.619 -0.540
F -5.707 2.210 2.137
C -4.429 1.944 1.912
C -3.472 2.748 2.517
C -2.138 2.474 2.282
C -1.800 1.413 1.435
C -2.774 0.600 0.841
C -4.108 0.880 1.084
H -3.781 3.566 3.153
H -1.376 3.091 2.745
H -2.517 -0.217 0.181
H -4.897 0.289 0.639
C 2.496 -1.180 -3.687
Ge 2.457 -0.043 -2.123
C 2.266 1.831 -2.631
C 3.988 -0.254 -0.932
Ge 0.431 -0.588 -0.815
C 0.322 -2.427 -0.250
C -0.786 -2.927 0.445
C -0.864 -4.272 0.772
C 0.170 -5.130 0.417
C 1.276 -4.645 -0.266
C 1.359 -3.295 -0.586
C -1.081 -0.203 -1.962
C -1.415 1.121 -2.280
C -2.505 1.403 -3.086
C -3.277 0.361 -3.587
C -2.955 -0.956 -3.286
C -1.868 -1.240 -2.469
H 3.392 -0.889 -4.241
H 1.624 -1.010 -4.317
H 2.562 -2.237 -3.442
H 3.229 2.209 -2.981
H 1.939 2.437 -1.791
H 1.546 1.939 -3.442
H 4.897 0.098 -1.423
H 4.142 -1.295 -0.651
H 3.837 0.334 -0.025
H -1.605 -2.270 0.719
H -1.733 -4.656 1.292
H 0.113 -6.180 0.672
H 2.076 -5.316 -0.548
H 2.234 -2.932 -1.113
H -0.806 1.943 -1.910
H -2.751 2.427 -3.335
H -4.128 0.576 -4.219
H -3.554 -1.763 -3.686
H -1.630 -2.271 -2.234

The following is a DFT calculation (ωB97M-V with the def2-TZVPD basis set) of 2 unconnected molecules or ions with the total composition C4H8N2O2 in a non-equilibrium geometry.

The highest occupied orbital energy is -8.215 eV. Its multiplicity is 1. The LUMO energy is 0.3 eV. The energy above the lowest of the compared OMol25 structures with the same formula, charge and spin comes out at 5.785 eV. The calculation puts the total energy at -417.043357 Eh. The HOMO-LUMO gap is 0.312 hartree.

Cartesian coordinates (Å):
C -1.496 0.121 -0.042
C 1.726 -1.065 1.056
C -1.432 1.530 0.494
N 1.237 -0.045 0.177
N 1.383 -0.276 -1.056
C -1.457 -0.121 -1.348
O 0.862 0.477 -1.916
O -1.752 -0.395 -2.443
H 1.504 -1.278 -1.348
H -1.913 -0.646 0.594
H 2.702 -0.771 1.443
H 1.033 -1.131 1.899
H 1.804 -2.051 0.567
H -0.971 1.525 1.481
H -0.804 2.142 -0.158
H -2.425 1.983 0.601

The following is a DFT calculation (ωB97M-V with the def2-TZVPD basis set) of a molecular structure, C25H26Br2N4O8P2Y in a non-equilibrium geometry.

The highest occupied orbital energy is -10.052 eV. Its multiplicity is 1. The LUMO energy is -2.8 eV. The energy above the lowest of the compared OMol25 structures with the same formula, charge and spin comes out at 0.621 eV. The calculation puts the total energy at -7658.606021 Eh. The HOMO-LUMO gap is 0.267 hartree. The net charge is +1.

Cartesian coordinates (Å):
Y -0.686 0.066 -0.072
C -0.107 5.007 -0.478
C -1.029 3.834 -0.266
O -2.378 4.231 -0.127
P -0.656 2.956 1.310
O -1.111 3.951 2.449
O 0.873 2.840 1.566
O -1.409 1.657 1.392
P -0.853 2.504 -1.531
O -0.679 3.173 -2.966
O -2.092 1.644 -1.459
O 0.394 1.728 -1.197
H -0.039 5.604 0.429
H -0.481 5.634 -1.284
H 0.879 4.625 -0.732
H -2.922 3.457 -0.335
H -1.890 4.469 2.240
H 1.178 1.890 1.570
H -1.482 3.569 -3.302
C -2.413 -3.296 0.454
C -1.584 -2.899 1.631
C -1.634 -3.709 2.780
C -0.837 -3.435 3.853
C 0.059 -2.353 3.780
C 1.002 -2.043 4.783
Br 1.055 -3.060 6.387
C 1.912 -1.030 4.616
C 1.888 -0.277 3.448
Br 3.211 1.043 3.128
C 0.949 -0.480 2.438
O 0.933 0.252 1.358
C 0.032 -1.567 2.596
N -0.803 -1.833 1.547
H -2.673 -4.350 0.527
H -1.863 -3.120 -0.467
H -3.338 -2.726 0.425
H -2.302 -4.554 2.792
H -0.861 -4.054 4.736
H 2.648 -0.820 5.377
C 3.608 -0.003 -1.847
C 3.342 -0.250 -3.184
C 2.122 -0.816 -3.514
C 1.212 -1.092 -2.495
N 1.447 -0.812 -1.206
C 2.635 -0.293 -0.902
C -0.086 -1.715 -2.809
C -0.166 -2.732 -3.761
C -1.395 -3.291 -4.054
C -2.520 -2.765 -3.435
C -2.350 -1.768 -2.487
N -1.159 -1.277 -2.134
H 4.548 0.423 -1.535
H 4.066 -0.020 -3.953
H 1.862 -1.016 -4.542
H 2.824 -0.112 0.147
H 0.729 -3.094 -4.238
H -1.474 -4.108 -4.753
H -3.503 -3.132 -3.675
H -3.203 -1.346 -1.974
C -5.387 2.422 0.163
C -5.467 0.899 0.333
C -4.173 0.287 0.299
N -3.134 -0.199 0.254
H -6.393 2.833 0.147
H -4.893 2.671 -0.774
H -4.844 2.875 0.989
H -6.070 0.472 -0.475
H -5.941 0.650 1.287